184
Properties=species:S:1:pos:R:3 method="wB97M-V/def2-TZVPD" homo_ha=-0.29622 mol_weight_g_mol=1165.57 total_charge=0 gap_ev=6.623 e_tot_ha=-3764.9856
C -1.860 -2.500 -5.745
C -0.462 -2.712 -5.731
C 0.341 -2.177 -4.726
C -0.286 -1.425 -3.703
C -1.673 -1.066 -3.719
C -2.460 -1.654 -4.749
C -2.319 -0.221 -2.627
O -3.531 0.003 -2.695
C -1.617 -0.200 -1.254
C -2.266 0.075 -0.047
C -1.508 0.135 1.150
C -0.082 -0.033 1.123
C 0.475 -0.550 -0.047
C -0.246 -0.618 -1.253
C 0.520 -0.981 -2.510
O 1.761 -1.042 -2.502
H -2.454 -3.007 -6.492
H -0.094 -3.283 -6.570
H 1.382 -2.463 -4.693
H -3.519 -1.445 -4.701
H -3.294 0.403 -0.004
H -2.086 0.287 2.050
H 0.546 0.046 1.999
H 1.551 -0.642 -0.059
C -10.081 0.168 2.472
C -10.634 -1.007 2.939
C -10.083 -2.233 2.657
C -9.017 -2.273 1.683
C -8.697 -1.085 0.964
C -9.236 0.126 1.410
C -7.632 -1.002 -0.074
O -7.485 -0.101 -0.872
C -6.633 -2.042 0.018
C -5.307 -1.933 -0.448
C -4.373 -2.850 -0.164
C -4.469 -3.795 0.750
C -5.782 -4.088 1.294
C -6.863 -3.248 0.925
C -8.266 -3.504 1.491
O -8.609 -4.685 1.771
H -10.319 1.187 2.738
H -11.212 -1.103 3.847
H -10.271 -3.090 3.286
H -9.095 1.074 0.913
H -4.999 -1.165 -1.143
H -3.354 -2.666 -0.468
H -3.665 -4.487 0.949
H -5.833 -4.932 1.965
C -6.476 3.687 -1.288
O -6.290 4.740 -1.826
N -7.578 2.943 -1.303
N -5.389 3.024 -0.841
H -8.399 3.253 -1.804
H -7.652 2.174 -0.652
H -4.447 3.380 -0.910
H -5.577 2.191 -0.301
C -5.347 1.636 2.769
O -4.958 1.489 1.600
N -5.794 2.767 3.195
N -5.116 0.894 3.790
H -6.288 2.648 4.068
H -5.945 3.480 2.496
H -5.630 1.107 4.633
H -4.714 -0.012 3.593
C -3.497 4.748 1.308
C -2.246 5.047 0.437
C -1.035 4.199 0.914
C 0.101 3.807 -0.115
C -0.551 3.312 -1.403
C -1.686 4.269 -1.963
N -2.735 4.635 -0.913
O -3.701 5.521 -1.547
C -0.974 5.431 -2.644
C -2.441 3.341 -2.988
C -1.866 6.496 0.572
H -3.858 3.778 0.967
H -4.334 5.399 1.058
H -3.395 4.769 2.393
H -0.579 4.745 1.740
H -1.478 3.281 1.300
H 0.791 3.049 0.255
H 0.592 4.733 -0.413
H -1.071 2.399 -1.113
H 0.139 3.075 -2.213
H -0.132 5.210 -3.299
H -1.717 5.798 -3.352
H -0.563 6.199 -1.989
H -1.797 2.679 -3.567
H -3.160 2.647 -2.553
H -2.920 3.903 -3.790
H -1.956 6.760 1.626
H -2.556 7.184 0.084
H -0.874 6.738 0.190
H -4.546 5.132 -1.309
C 1.744 -4.273 -1.915
C 2.613 -4.982 -2.914
C 1.627 -6.062 -3.423
C 2.200 -6.766 -4.685
C 2.517 -5.878 -5.809
C 3.501 -4.719 -5.338
N 3.000 -4.114 -4.069
O 3.918 -3.220 -3.567
C 4.895 -5.485 -5.192
C 3.414 -3.580 -6.444
C 3.780 -5.810 -2.176
H 2.122 -3.288 -1.641
H 1.597 -4.659 -0.906
H 0.763 -3.886 -2.193
H 1.425 -6.802 -2.649
H 0.587 -5.829 -3.647
H 1.422 -7.457 -5.010
H 2.982 -7.451 -4.359
H 1.520 -5.614 -6.161
H 2.938 -6.392 -6.673
H 4.737 -6.438 -4.687
H 5.387 -5.689 -6.143
H 5.509 -4.912 -4.498
H 2.599 -2.894 -6.214
H 4.349 -3.022 -6.481
H 3.133 -3.919 -7.441
H 3.858 -6.881 -2.363
H 3.682 -5.869 -1.092
H 4.710 -5.241 -2.158
H 3.384 -2.521 -3.183
C 2.029 -3.107 5.270
C 2.894 -1.770 5.463
C 3.386 -1.947 6.922
C 4.616 -1.070 7.282
C 5.664 -1.341 6.234
C 5.437 -1.188 4.728
N 4.049 -1.774 4.544
O 3.606 -1.806 3.191
C 5.520 0.336 4.243
C 6.508 -2.106 4.056
C 1.924 -0.570 5.352
H 2.540 -4.015 4.950
H 1.163 -3.099 4.609
H 1.500 -3.420 6.170
H 2.493 -1.847 7.539
H 3.655 -2.990 7.086
H 5.027 -1.165 8.288
H 4.391 -0.009 7.383
H 6.061 -2.295 6.582
H 6.369 -0.540 6.458
H 6.547 0.684 4.136
H 5.299 0.486 3.187
H 5.107 1.014 4.990
H 6.461 -2.133 2.967
H 7.514 -1.833 4.375
H 6.464 -3.148 4.374
H 1.293 -0.350 4.490
H 2.571 0.298 5.226
H 1.368 -0.373 6.268
H 3.503 -2.742 3.003
C 5.030 4.493 2.171
C 4.642 4.110 0.735
C 5.710 4.728 -0.198
C 5.679 4.165 -1.509
C 5.757 2.619 -1.488
C 4.677 1.886 -0.619
N 4.537 2.609 0.734
O 3.479 2.060 1.494
C 3.444 1.797 -1.429
C 5.160 0.460 -0.423
C 3.246 4.761 0.424
H 4.118 4.441 2.766
H 5.144 5.560 2.365
H 5.867 4.013 2.677
H 5.412 5.760 -0.386
H 6.740 4.624 0.143
H 6.489 4.532 -2.140
H 4.703 4.320 -1.968
H 6.712 2.389 -1.016
H 5.787 2.386 -2.552
H 3.005 2.766 -1.666
H 3.553 1.313 -2.399
H 2.701 1.320 -0.790
H 4.346 -0.241 -0.236
H 5.652 -0.077 -1.234
H 5.795 0.442 0.462
H 2.449 4.294 1.002
H 2.759 4.630 -0.542
H 3.333 5.789 0.775
H 3.935 1.638 2.226